ORCA calculation (ωB97M-V/def2-TZVPD) on a cluster of 2 separate species, C20H28I2N3O4S in total.

LUMO = -3.55 eV
highest occupied orbital energy = -11.880 eV
charge = +1
maximum force = 1.04 eV/Å
HOMO-LUMO gap = 8.334 eV

Last column: natural (NBO) charge in e.
Positions of all 58 atoms, in Å:
C  -2.080  2.096  0.490  -0.613
C  -2.294  0.766  -0.225  -0.236
C  -3.452  0.026  0.435  -0.602
C  -1.073  -0.125  -0.095  -0.227
N  0.151  0.407  -0.706  -0.288
C  1.279  0.794  -0.003  0.193
C  1.446  0.751  1.474  -0.439
C  2.198  -0.521  1.930  -0.501
C  2.518  -0.354  3.386  0.795
O  1.682  -0.240  4.238  -0.582
O  3.830  -0.312  3.625  -0.675
C  2.203  1.194  -0.935  -0.060
S  3.805  1.792  -0.648  0.106
N  1.612  1.035  -2.186  -0.313
C  2.251  1.320  -3.472  -0.346
C  3.101  2.576  -3.491  0.775
O  4.169  2.574  -3.988  -0.503
O  2.552  3.675  -2.964  -0.654
C  0.376  0.542  -2.024  0.425
C  -0.630  0.170  -3.039  -0.407
I  0.171  -1.438  -4.247  0.189
C  -1.103  1.316  -3.945  -0.343
C  -1.260  2.655  -3.218  -0.668
I  -3.003  0.700  -4.766  0.155
H  -1.253  2.667  0.077  0.197
H  -1.915  1.910  1.547  0.215
H  -2.981  2.692  0.406  0.234
H  -2.592  0.941  -1.258  0.201
H  -3.299  -0.056  1.506  0.218
H  -4.381  0.551  0.246  0.228
H  -3.569  -0.976  0.032  0.217
H  -1.260  -1.102  -0.522  0.233
H  -0.894  -0.306  0.951  0.248
H  2.004  1.633  1.769  0.252
H  0.491  0.784  1.982  0.247
H  1.536  -1.374  1.813  0.245
H  3.091  -0.649  1.333  0.233
H  3.989  0.219  4.419  0.508
H  4.472  0.689  -1.005  0.153
H  1.475  1.418  -4.220  0.244
H  2.877  0.486  -3.761  0.265
H  1.612  3.563  -2.775  0.482
H  -1.471  -0.292  -2.551  0.273
H  -0.487  1.421  -4.824  0.230
H  -0.738  3.430  -3.772  0.233
H  -0.879  2.625  -2.201  0.205
H  -2.289  2.981  -3.161  0.257
N  -1.232  -2.968  2.326  -0.464
C  -0.636  -2.679  3.483  0.014
C  -0.483  -3.588  4.517  -0.242
C  -0.984  -4.869  4.344  -0.160
C  -1.610  -5.185  3.150  -0.252
C  -1.707  -4.205  2.176  0.031
H  -0.259  -1.666  3.586  0.199
H  0.013  -3.295  5.431  0.229
H  -0.887  -5.608  5.128  0.226
H  -2.015  -6.171  2.974  0.228
H  -2.188  -4.419  1.227  0.191